Record 1
{
  "formula": "C4H7AgO4",
  "method": "ωB97M-V/def2-TZVPD",
  "multiplicity": 3,
  "homo_energy_ha": [-0.21896, -0.37181],
  "s_squared": 2.005,
  "orbital_gap_ev": [6.546, 7.859],
  "relative_energy_kj_mol": 9.1,
  "lumo_energy_ev": [0.6, -2.3],
  "symbols": ["O", "C", "C", "O", "C", "Ag", "H", "H", "H", "H", "H", "H", "H", "O", "C", "O"],
  "coordinates": [[1.007276, 0.218034, 1.379912], [0.359324, -0.985711, 1.116450], [-0.494035, -0.858199, -0.138306], [-1.246081, 0.351507, -0.014729], [-2.172379, 0.569530, -1.064386], [-0.109472, 1.817324, 1.074651], [-0.289235, -1.294387, 1.960280], [1.073307, -1.814890, 0.953293], [-1.183918, -1.709407, -0.250357], [0.137594, -0.782563, -1.040190], [-2.920507, -0.235964, -1.079060], [-2.667955, 1.528501, -0.876107], [-1.652561, 0.606121, -2.033796], [2.877123, 1.891682, -0.140313], [3.291086, 0.815880, 0.101378], [3.990438, -0.117457, 0.051277]],
  "atomic_forces_ev_per_a": [[1.1, -1.3, 0.1], [-0.7, -0.3, 0.1], [0.2, -0.3, -0.4], [-0.6, -0.8, -0.2], [-0.2, 0.1, -0.3], [-0.2, 1.9, 0.4], [0.2, 0.2, -0.2], [0.0, 0.4, 0.1], [0.2, 0.2, 0.0], [-0.1, 0.0, 0.2], [0.2, 0.2, 0.0], [0.2, -0.3, 0.0], [-0.1, 0.0, 0.2], [-0.4, -1.5, 1.1], [1.5, 1.8, -2.2], [-1.2, -0.3, 1.0]],
  "mulliken_charge": [-0.588, -0.194, -0.461, -0.215, -0.716, 0.074, 0.337, 0.289, 0.329, 0.312, 0.271, 0.249, 0.316, -0.376, 0.745, -0.372]
}



Record 2
{
  "formula": "C4H30NO12",
  "method": "ωB97M-V/def2-TZVPD",
  "homo_energy_ha": -0.49714,
  "total_charge": 1,
  "orbital_gap_ev": 10.953,
  "relative_energy_kj_mol": 138.6,
  "lumo_energy_ev": -2.6,
  "symbols": ["O", "C", "O", "C", "C", "C", "N", "H", "H", "H", "H", "H", "H", "H", "H", "H", "H", "H", "H", "O", "H", "H", "O", "H", "H", "O", "H", "H", "O", "H", "H", "O", "H", "H", "O", "H", "H", "O", "H", "H", "O", "H", "H", "O", "H", "H", "O"],
  "coordinates": [[0.652408, -0.487882, -3.511345], [0.426453, -0.758632, -2.379979], [-0.848423, -1.153670, -1.989822], [1.345923, -0.755972, -1.150511], [1.433999, -2.260919, -0.873998], [2.644703, -2.547958, 0.049782], [0.771366, -0.144740, 0.046930], [-1.214575, -1.390499, -2.865700], [2.262395, -0.130982, -1.435865], [1.797104, -2.799285, -1.753568], [0.590072, -2.794260, -0.404516], [3.468068, -1.890277, -0.290890], [3.052791, -3.563355, -0.231749], [2.451412, -2.488397, 1.106966], [0.595054, 0.909386, -0.038168], [1.060994, -0.387016, 1.030490], [-0.251123, -0.301629, 0.190573], [-2.578371, 2.112201, 1.603045], [-3.549874, 1.103368, 1.248816], [-2.719112, 1.508633, 0.864130], [-1.660856, 0.394497, 1.619668], [-1.324162, -1.092362, 2.113237], [-0.996389, -0.194688, 2.034533], [-2.681238, 1.020350, -3.982098], [-1.066674, 0.858024, -4.028936], [-1.928262, 0.517961, -4.252271], [-0.452348, 3.054680, 3.503318], [-0.990504, 1.473275, 2.943314], [-0.426597, 2.215666, 3.082426], [2.599565, 2.334277, -1.804277], [2.258193, 2.605505, -0.351232], [2.032312, 2.000356, -1.116054], [-0.000356, 3.253807, -0.939425], [-1.479440, 2.885045, -0.333790], [-0.604317, 2.632464, -0.575877], [1.758337, 2.902025, 1.955242], [3.322830, 2.415636, 1.867838], [2.456036, 2.494309, 1.464587], [2.027849, 0.257369, 3.972094], [0.601299, 0.285014, 3.165621], [1.412318, -0.143064, 3.363613], [-4.045999, -1.607770, 0.708122], [-3.268435, -0.567033, -0.399641], [-3.537753, -0.821256, 0.481967], [0.085877, -4.132812, 2.059770], [-1.455144, -4.371187, 2.106978], [-0.759329, -3.771417, 1.834152]],
  "atomic_forces_ev_per_a": [[1.1, -0.1, -0.4], [-2.2, 0.9, 1.9], [1.2, -0.3, -0.9], [0.2, -0.3, -1.1], [2.8, -1.1, 1.0], [1.2, -0.8, -1.5], [-3.1, 2.5, 1.1], [-0.7, 0.4, 0.3], [-1.0, -1.6, 0.6], [-0.9, 0.3, -0.4], [-0.3, 0.9, -0.8], [-0.3, -0.1, 0.7], [-0.6, 0.8, 0.8], [0.1, 0.2, 0.4], [1.4, -0.9, 0.0], [0.8, 0.2, -1.2], [0.5, -1.1, -0.6], [0.6, 0.9, -0.2], [0.9, -0.1, -1.4], [-1.5, 0.1, 1.8], [-0.4, -0.7, -0.4], [-0.4, -0.2, 0.0], [0.4, 0.5, 0.3], [0.0, 0.9, 0.4], [0.0, 0.7, 0.3], [0.0, -1.7, -0.7], [-1.5, 0.3, 0.8], [-1.3, 0.0, 0.9], [2.8, 0.0, -1.5], [0.2, 0.0, -0.7], [-0.3, -1.2, -0.5], [0.3, 1.4, 0.9], [0.0, 1.2, -0.4], [-0.6, 1.0, -0.1], [0.6, -2.5, 0.5], [-0.1, 0.3, 1.1], [-0.4, 0.4, 0.6], [0.4, -0.6, -1.6], [-0.5, 0.7, 0.1], [-0.7, 1.2, 0.5], [1.5, -2.1, -0.7], [0.2, 0.0, -1.4], [-0.5, -1.0, -0.5], [0.1, 0.5, 1.8], [0.5, -0.6, 0.4], [0.2, -0.3, 0.1], [-0.7, 1.0, -0.5]],
  "mulliken_charge": [-0.569, 0.019, -0.353, 0.511, -0.663, -1.323, 0.354, 0.390, 0.403, 0.459, 0.252, 0.336, 0.391, 0.342, 0.206, 0.160, 0.219, 0.315, 0.330, -0.683, 0.472, 0.176, -0.632, 0.300, 0.315, -0.613, 0.250, 0.289, -0.563, 0.271, 0.311, -0.616, 0.244, 0.238, -0.483, 0.265, 0.270, -0.576, 0.279, 0.340, -0.616, 0.281, 0.297, -0.608, 0.300, 0.279, -0.567]
}



Record 3
{
  "formula": "C2H26N4O11",
  "method": "ωB97M-V/def2-TZVPD",
  "homo_energy_ha": -0.35223,
  "orbital_gap_ev": 9.620,
  "relative_energy_kj_mol": 288.2,
  "smiles": "NC(N)=O.NC(N)=O.O.O.O.O.O.O.O.O.O",
  "lumo_energy_ev": 0.0,
  "symbols": ["N", "C", "N", "O", "H", "H", "H", "H", "N", "C", "N", "O", "H", "H", "H", "H", "O", "H", "H", "O", "H", "H", "O", "H", "H", "O", "H", "H", "O", "H", "H", "O", "H", "H", "O", "H", "H", "O", "H", "H", "O", "H", "H"],
  "coordinates": [[-6.072833, 4.240019, -4.339633], [-5.281665, 3.851303, -3.380373], [-5.928175, 3.003509, -2.636376], [-4.165680, 4.299674, -3.271107], [-5.827359, 5.041318, -4.903338], [-7.018026, 3.902838, -4.453663], [-6.724308, 2.566611, -3.078410], [-5.376095, 2.604241, -1.890780], [5.957946, 0.772243, 2.770751], [5.878064, 1.922926, 3.355544], [5.850799, 1.792899, 4.647238], [5.741560, 2.963072, 2.764408], [5.909717, -0.142342, 3.196538], [5.928840, 0.763913, 1.761198], [5.763657, 0.867576, 5.042563], [5.676218, 2.700766, 5.053929], [3.324997, -4.570351, -0.140291], [3.812001, -5.173338, 0.421371], [3.225623, -5.040677, -0.968032], [-5.229835, -0.581684, 2.017133], [-5.582034, -0.029052, 2.714818], [-5.898399, -1.253333, 1.882404], [-0.881546, -2.499768, -3.974891], [-1.739139, -2.754341, -4.315416], [-0.457789, -2.048440, -4.704929], [1.900963, 3.018345, -2.859290], [1.956598, 2.184407, -2.392727], [2.485397, 2.912805, -3.609974], [-2.179207, -5.403788, 0.353632], [-2.683446, -6.113064, -0.045005], [-1.789257, -4.940498, -0.387677], [-0.081331, -0.763078, 1.028485], [0.602744, -1.423175, 0.916496], [-0.886332, -1.268474, 1.141476], [-0.449190, 4.411776, 1.689154], [-0.845451, 4.706361, 2.509168], [-0.260452, 3.484507, 1.833354], [4.971227, -0.773684, -2.601530], [4.943309, -0.913813, -3.548002], [4.608694, -1.577497, -2.229122], [-1.340350, -4.869228, 5.145572], [-0.404892, -4.689366, 5.239354], [-1.435566, -5.182119, 4.245981]],
  "atomic_forces_ev_per_a": [[-2.6, 2.1, -4.4], [1.7, 1.6, -0.7], [-0.5, -2.7, 3.1], [1.2, 0.0, 0.9], [0.2, -0.3, 0.1], [0.3, 0.3, 0.1], [0.3, -0.4, 0.9], [-0.5, -0.5, -0.1], [0.5, -4.4, -3.8], [-0.9, 1.0, -0.9], [0.2, 0.9, 3.5], [0.3, 1.7, -0.7], [0.1, 0.5, 0.1], [0.0, 0.1, 0.2], [-0.1, 0.8, 0.6], [-0.1, -0.7, 1.0], [-0.1, 0.3, 0.0], [0.1, -0.1, 0.2], [-0.1, -0.1, -0.2], [0.2, 0.0, -0.2], [0.0, 0.2, 0.2], [-0.1, -0.2, 0.0], [0.1, -0.1, 0.2], [-0.2, 0.0, -0.1], [0.1, 0.2, -0.1], [-0.1, 0.2, 0.0], [0.0, -0.2, 0.2], [0.2, 0.0, -0.2], [0.0, 0.0, 0.3], [-0.1, -0.2, -0.1], [0.1, 0.2, -0.2], [0.1, 0.2, 0.0], [0.2, -0.1, -0.1], [-0.3, -0.1, 0.0], [0.0, 0.2, -0.1], [-0.1, 0.1, 0.2], [0.1, -0.3, 0.0], [0.1, 0.2, 0.1], [0.0, 0.0, -0.2], [-0.1, -0.2, 0.2], [-0.1, 0.0, 0.2], [0.2, 0.1, 0.1], [-0.1, -0.1, -0.3]],
  "mulliken_charge": [-0.386, 0.621, -0.388, -0.630, 0.216, 0.138, 0.190, 0.240, -0.386, 0.649, -0.411, -0.642, 0.157, 0.209, 0.184, 0.240, -0.634, 0.317, 0.319, -0.635, 0.319, 0.316, -0.636, 0.319, 0.317, -0.627, 0.317, 0.310, -0.629, 0.314, 0.317, -0.634, 0.317, 0.316, -0.631, 0.312, 0.318, -0.632, 0.314, 0.316, -0.639, 0.315, 0.322]
}



Record 4
{
  "formula": "C9H14O",
  "method": "ωB97M-V/def2-TZVPD",
  "homo_energy_ha": -0.31042,
  "orbital_gap_ev": 9.303,
  "relative_energy_kj_mol": 65.6,
  "smiles": "Cc1ccc(O)cc1.CC",
  "lumo_energy_ev": 0.9,
  "symbols": ["C", "C", "C", "C", "C", "O", "C", "C", "H", "H", "H", "H", "H", "H", "H", "H", "C", "C", "H", "H", "H", "H", "H", "H"],
  "coordinates": [[-2.792262, 1.455683, -1.005290], [-1.295452, 1.269185, -1.093451], [-0.701878, 0.023319, -1.271670], [0.668437, -0.173414, -1.372870], [1.479209, 0.937220, -1.158420], [2.816090, 0.722545, -0.959295], [0.924226, 2.174043, -0.915654], [-0.457228, 2.369487, -1.042539], [-3.310537, 1.176840, -1.907171], [-2.930262, 2.529979, -0.867538], [-3.161781, 0.927429, -0.137221], [-1.378961, -0.792882, -1.507663], [0.993000, -1.153370, -1.696756], [3.272982, 1.318817, -0.350457], [1.535265, 3.055492, -0.749114], [-0.767124, 3.393847, -1.219626], [0.584998, -1.647605, 2.330150], [0.672318, -3.129256, 1.973146], [-0.348190, -1.265924, 1.960807], [0.618723, -1.505308, 3.416089], [1.483806, -1.166035, 1.979221], [1.665553, -3.538702, 2.162368], [-0.055723, -3.748956, 2.501543], [0.484782, -3.232428, 0.931419]],
  "atomic_forces_ev_per_a": [[1.0, 0.7, 0.0], [-0.1, 0.4, -0.3], [-0.2, -0.2, -0.7], [-1.1, 0.3, -0.4], [0.7, -0.2, 1.9], [0.8, -0.6, -0.5], [-0.6, 0.6, -0.8], [1.0, -0.2, 0.0], [-0.3, -0.4, -0.3], [-0.4, -0.1, 0.1], [-0.4, -0.1, 0.1], [0.2, -0.2, 0.3], [0.5, 0.1, 0.4], [-0.7, 0.2, -0.3], [0.2, -0.2, -0.1], [-0.5, -0.1, 0.7], [0.4, -1.0, 1.1], [0.2, 0.0, 0.7], [-0.1, 0.7, -0.3], [-0.2, -0.1, -0.1], [-0.1, 0.6, -0.6], [0.0, 0.0, 0.1], [0.0, 0.1, 0.0], [-0.1, -0.3, -1.0]],
  "mulliken_charge": [-1.312, 0.493, -0.402, -0.466, 0.659, -0.570, -0.680, -0.432, 0.328, 0.351, 0.310, 0.350, 0.422, 0.318, 0.305, 0.321, -0.674, -0.910, 0.207, 0.343, 0.184, 0.294, 0.299, 0.263]
}